Entry from the Open Molecules 2025 dataset: a 14-piece molecular cluster, C29H64Cl2N6O33 overall at a distorted geometry (ωB97M-V/def2-TZVPD).

Positions of all 134 atoms, in Å:
Cl 1.1753 -2.5127 -3.1195
C -0.5362 -2.8279 -2.6606
C -1.3300 -2.9973 -3.9741
Cl -3.0052 -3.6101 -3.7083
H -0.9671 -1.9179 -2.2450
H -0.5802 -3.6485 -1.9531
H -0.8115 -3.7764 -4.5310
H -1.3047 -2.0882 -4.5666
C 2.3584 3.6529 0.8051
N 2.6709 2.7228 1.9199
O 3.2914 1.7065 1.7146
O 2.2351 3.0441 3.0057
H 1.4362 3.3082 0.3368
H 3.0977 3.6347 0.0085
H 2.1966 4.6373 1.2303
C 1.8462 -0.0355 4.4653
N 1.4575 0.8539 5.5681
O 2.2840 1.0658 6.4265
O 0.3267 1.2999 5.5955
H 1.0634 -0.7321 4.1803
H 2.6977 -0.6555 4.7374
H 2.0975 0.6309 3.6410
C 3.1513 0.2264 -1.4815
N 3.3308 1.4972 -2.2703
O 3.9077 2.4081 -1.7111
O 2.9210 1.5090 -3.4039
H 3.3097 0.4911 -0.4399
H 3.9484 -0.4405 -1.7988
H 2.1496 -0.1599 -1.6368
C 0.1736 -5.3397 0.6199
N -0.6708 -6.2322 -0.2440
O -1.2541 -7.1436 0.2881
O -0.7759 -5.9415 -1.4229
H 0.3561 -5.9544 1.4944
H -0.3518 -4.4055 0.8004
H 1.0725 -5.1026 0.0570
C -2.0952 4.6330 0.3812
N -1.0098 5.3868 1.0616
O -0.9280 5.2171 2.2651
O -0.2848 6.1222 0.4312
H -1.8263 4.4485 -0.6505
H -3.0378 5.1524 0.5281
H -2.0726 3.7425 1.0039
C -2.3126 1.8776 3.7450
N -2.1701 0.3977 3.7057
O -1.0830 -0.0278 3.3996
O -3.1452 -0.2791 3.9548
H -2.1708 2.2564 4.7529
H -3.3349 2.0505 3.4184
H -1.6002 2.3193 3.0553
C -6.0219 5.0804 -2.2840
O -5.8194 4.4222 -1.0387
C -4.8647 3.5413 -0.9266
O -3.9837 3.3380 -1.7183
O -4.8926 2.8668 0.2428
C -5.9254 3.0660 1.2030
H -6.8601 5.7730 -2.2703
H -6.1983 4.3180 -3.0411
H -5.2062 5.7208 -2.6243
H -5.4985 2.8283 2.1738
H -6.7145 2.3364 1.0106
H -6.3490 4.0673 1.1707
C 5.2343 -3.9980 5.0472
O 6.4309 -3.2989 4.6902
C 6.4607 -2.2940 3.8023
O 7.4710 -1.9811 3.2675
O 5.2319 -1.8405 3.5416
C 5.1290 -0.8349 2.5549
H 5.0354 -4.6938 4.2295
H 4.4449 -3.2790 5.2258
H 5.5078 -4.6612 5.8650
H 5.8699 -0.0528 2.7546
H 4.1995 -0.2747 2.6193
H 5.3245 -1.1706 1.5385
C 1.2954 -1.3412 0.9470
O 0.2610 -0.9812 0.0551
C -0.2208 0.2740 0.1028
O 0.1341 1.1451 0.8650
O -1.0882 0.4032 -0.8715
C -1.8068 1.6291 -1.0525
H 2.2654 -0.8645 0.8234
H 1.4425 -2.4198 0.9433
H 1.0221 -1.1873 1.9946
H -1.1866 2.4124 -0.6245
H -2.7714 1.5320 -0.5686
H -1.8456 1.8891 -2.1058
C 6.7295 -2.4886 -1.0613
O 6.2831 -3.6464 -0.3541
C 5.0521 -3.6164 0.1385
O 4.2369 -2.7499 -0.0819
O 4.9200 -4.6727 0.9142
C 3.7259 -4.8383 1.6757
H 6.1880 -2.4411 -2.0077
H 7.7829 -2.6206 -1.2842
H 6.5548 -1.5554 -0.5306
H 3.2980 -3.8645 1.8976
H 3.9631 -5.3604 2.5973
H 3.0026 -5.4537 1.1427
C 0.1353 4.8321 -8.3288
O -1.0501 4.3842 -7.6967
C -0.9978 4.0729 -6.4186
O -0.0289 4.0050 -5.7167
O -2.2561 3.8817 -6.0058
C -2.4056 3.4156 -4.6646
H 0.0976 4.7121 -9.4066
H 1.0644 4.4034 -7.9531
H 0.1870 5.8958 -8.0745
H -3.1871 2.6634 -4.7542
H -2.7392 4.1756 -3.9587
H -1.4879 2.9885 -4.2643
C -6.6603 -0.6332 -7.2472
O -5.5489 -0.5980 -6.3688
C -5.6750 0.1469 -5.2632
O -6.5827 0.8857 -4.9941
O -4.6115 -0.1509 -4.5249
C -4.3857 0.4375 -3.2458
H -6.4994 -1.4236 -7.9749
H -6.7375 0.2910 -7.8260
H -7.6298 -0.7472 -6.7642
H -3.3047 0.4179 -3.1300
H -4.8216 -0.0657 -2.3847
H -4.7152 1.4688 -3.3690
C 1.7949 -3.0345 6.8601
O 2.1536 -3.4667 5.5432
C 1.2384 -3.3770 4.5751
O 1.4433 -3.5398 3.4098
O 0.0174 -3.1167 5.0525
C -1.0725 -3.1775 4.1549
H 1.2328 -2.1053 6.8872
H 2.7316 -2.8840 7.3968
H 1.3014 -3.8298 7.4181
H -0.9452 -2.4821 3.3253
H -2.0089 -2.9028 4.6314
H -1.1860 -4.1696 3.7126

Summary:
**HOMO-LUMO gap**: 10.477 eV
**Highest occupied orbital energy**: -10.582 eV